Entry 1:
{"formula": "C26H45ClF3PV", "method": "the ωB97M-V functional and the def2-TZVPD basis", "species": ["H", "C", "C", "H", "H", "C", "H", "F", "H", "C", "H", "H", "H", "H", "H", "C", "H", "H", "H", "H", "Cl", "H", "C", "C", "C", "H", "P", "H", "C", "V", "H", "H", "H", "H", "H", "H", "F", "H", "H", "H", "H", "C", "F", "H", "C", "H", "C", "C", "C", "C", "C", "H", "H", "H", "H", "H", "C", "H", "H", "C", "H", "C", "H", "H", "C", "H", "C", "C", "H", "C", "H", "H", "C", "H", "C", "H", "C"], "positions_angstrom": [[2.930, 2.588, -3.279], [0.925, -1.177, 4.254], [-1.384, -1.176, -4.894], [-2.570, 1.157, -0.178], [-3.203, -0.905, -3.774], [-1.395, 2.923, -0.563], [-2.378, 4.862, -0.569], [-0.116, -4.939, 1.452], [1.944, -4.470, 3.722], [-2.654, 2.651, 2.104], [-2.610, 2.754, 3.199], [4.596, 2.862, -1.405], [0.592, -3.301, 0.016], [-1.890, -1.180, -1.688], [-1.877, -1.738, -5.697], [1.377, 1.681, -2.072], [-1.454, -2.828, -3.506], [0.773, -0.765, -3.151], [1.864, -3.718, 1.325], [3.929, 0.945, 0.013], [-1.990, -1.800, 3.226], [3.075, 3.683, -1.060], [-0.708, -2.142, -3.917], [3.374, 1.891, 0.101], [1.893, 1.577, 0.394], [1.395, -0.368, 4.830], [-0.446, 0.159, -0.405], [-2.532, 1.075, -2.488], [1.482, -3.521, 3.462], [-0.689, -1.522, 1.493], [1.345, 2.514, 0.564], [-1.724, 0.677, 2.139], [3.141, -2.934, 2.243], [3.800, 2.440, 0.952], [1.875, -1.185, 0.871], [-0.577, 2.052, 1.967], [-1.358, -4.558, 3.117], [3.383, 1.035, -2.562], [0.785, 0.274, 2.599], [-3.350, 4.674, 1.746], [1.833, -0.106, -0.954], [-1.122, -4.078, 1.870], [-2.284, -4.282, 1.086], [2.719, -2.308, 4.696], [0.902, -0.814, 2.773], [-3.627, 2.211, 1.865], [3.535, 2.694, -1.191], [1.455, -1.646, 1.770], [-2.514, 3.878, -0.095], [-1.587, 1.542, 0.117], [1.276, 0.826, -0.796], [-2.858, 0.425, -4.883], [0.046, -2.748, -4.436], [-1.030, 1.210, -3.410], [0.427, -3.717, 3.333], [0.403, -2.089, -2.045], [-0.429, -2.842, 0.179], [0.840, 2.622, -1.926], [-1.413, 2.841, -1.662], [2.864, 1.980, -2.364], [-3.481, 3.486, -0.432], [1.662, -2.497, 4.582], [-0.097, -1.244, 4.608], [-0.422, 3.352, -0.281], [-1.757, 0.496, -3.013], [1.304, -2.912, 5.546], [-2.401, -0.286, -4.176], [-2.527, 4.018, 1.430], [-1.597, 4.495, 1.755], [-1.094, -0.510, -2.039], [-0.622, -0.548, -5.366], [1.832, 0.993, 1.309], [-1.550, 1.660, 1.649], [-1.200, -3.160, -0.528], [2.056, -2.986, 2.137], [0.929, 1.174, -2.930], [-0.040, -1.378, -2.760]], "mulliken_spin": [0.00, 0.08, 0.00, 0.04, 0.00, 0.01, 0.00, 0.01, 0.00, 0.01, 0.00, 0.00, 0.01, 0.03, 0.00, 0.00, 0.00, 0.01, 0.00, 0.00, 0.03, 0.00, 0.02, 0.00, 0.03, -0.01, 0.04, 0.00, 0.01, 1.47, 0.00, -0.08, 0.00, 0.00, -0.01, 0.00, 0.03, 0.00, -0.05, 0.00, -0.01, 0.29, 0.01, 0.00, -0.06, 0.00, 0.00, -0.21, 0.00, -0.02, 0.03, 0.00, 0.00, 0.00, -0.01, -0.01, 0.29, 0.00, 0.00, 0.00, 0.00, -0.01, -0.01, 0.00, 0.00, 0.00, 0.00, 0.00, 0.00, -0.06, 0.00, 0.00, 0.10, -0.03, 0.01, 0.00, 0.03], "homo_ev": [-2.017, -2.264], "charge": -1, "multiplicity": 3, "lumo_energy_ev": [2.49, 2.49], "s2": 2.1214, "total_energy_ha": -3062.7596, "largest_force_ev_per_a": 2.9, "orbital_gap_ev": [4.50, 4.75]}



Entry 2:
{"formula": "C26H45N2O11", "method": "the ωB97M-V functional and the def2-TZVPD basis", "species": ["C", "H", "H", "N", "H", "H", "C", "H", "C", "H", "H", "H", "C", "C", "C", "O", "H", "C", "C", "H", "C", "H", "O", "H", "H", "H", "C", "C", "H", "H", "C", "H", "H", "H", "H", "C", "H", "H", "H", "H", "O", "H", "H", "H", "C", "H", "H", "H", "O", "O", "C", "H", "H", "C", "H", "H", "N", "O", "C", "H", "H", "O", "C", "C", "H", "O", "C", "C", "H", "H", "C", "C", "C", "C", "H", "O", "H", "C", "O", "H", "O", "H", "H", "H"], "positions_angstrom": [[0.920, -0.547, -1.559], [-4.554, -3.015, -6.791], [-1.683, 1.599, 3.949], [0.700, 0.943, -1.687], [3.236, 0.788, 4.999], [-7.522, 1.964, -6.857], [-5.388, 2.130, -6.869], [1.581, -3.151, 9.303], [3.457, -0.090, 3.013], [-0.919, 1.569, -3.091], [-0.680, 4.309, 3.517], [-0.876, 2.402, -1.375], [5.113, -1.533, 3.608], [4.812, -0.720, 4.831], [-2.513, -1.083, -5.075], [-5.915, 1.680, -9.115], [4.323, -3.085, 9.328], [-3.867, -1.250, -5.696], [0.156, 3.654, 3.250], [-6.964, 3.638, -6.701], [-0.296, 2.426, 2.503], [0.538, 2.018, 1.920], [3.011, -0.500, 8.001], [-2.151, -2.946, -7.190], [-2.439, -0.228, -2.238], [-6.308, 3.698, -9.048], [3.412, -0.167, -1.448], [-6.757, 2.679, -7.183], [2.540, -3.240, 7.816], [3.403, -2.045, 10.471], [4.882, -0.642, -0.892], [-4.302, -3.245, -5.053], [4.822, -0.761, 0.283], [1.242, -1.328, 7.314], [-0.456, 0.436, 3.333], [3.587, -2.284, 9.420], [-4.657, -0.930, -5.012], [1.263, 1.253, -2.536], [5.215, -1.657, -1.421], [5.558, 0.075, 4.924], [5.162, -0.564, 8.775], [4.799, -1.346, 5.726], [-0.594, -2.287, -1.445], [2.678, -0.886, 4.843], [4.043, -1.046, 8.709], [0.220, -1.846, 0.213], [-7.745, 2.647, -9.111], [-3.905, -0.679, -6.628], [-4.207, 0.477, -8.184], [5.993, -2.373, 3.516], [-6.743, 2.760, -8.687], [3.449, -0.238, -2.625], [1.022, -1.026, -2.633], [-2.469, -3.087, -6.152], [1.132, 1.426, -0.852], [3.317, 0.991, -1.178], [2.232, -0.878, -0.822], [0.753, 3.166, 4.450], [-3.920, -2.736, -5.946], [2.455, -0.203, 2.589], [-5.401, 1.504, -5.974], [4.285, -1.170, 2.585], [-5.087, 1.317, -8.092], [2.311, -2.617, 8.689], [-2.253, -4.116, -5.851], [-1.741, -2.181, -5.325], [-0.728, 1.366, -1.950], [-0.649, 1.473, 3.617], [2.438, -1.910, -0.889], [0.890, 4.230, 2.680], [1.828, -1.264, 8.235], [3.443, -0.171, 4.517], [-1.876, 0.351, -1.369], [0.275, 1.914, 4.712], [-4.642, 2.925, -6.776], [-1.391, -0.545, -0.308], [3.892, 0.848, 2.652], [-0.259, -1.364, -0.767], [0.539, 1.273, 5.716], [5.658, 0.239, -1.097], [-2.131, -0.098, -4.465], [-1.124, 2.621, 1.816], [1.231, -0.757, 9.001], [-2.705, 1.044, -0.862]], "mulliken_charge": [-0.04, 0.33, 0.36, -0.03, 0.37, 0.28, -0.15, 0.34, -0.11, 0.31, 0.30, 0.35, 0.44, -0.29, 0.34, -0.34, 0.27, 0.36, -0.63, 0.33, 0.18, -0.20, -0.26, 0.28, 0.01, 0.26, -0.43, -0.57, 0.26, 0.28, -0.75, 0.29, 0.07, 0.22, 0.22, -0.39, 0.42, 0.46, 0.32, 0.30, -0.61, 0.05, 0.22, 0.05, 0.46, 0.33, 0.33, -0.26, -0.66, -0.62, -0.44, 0.25, 0.30, -0.48, 0.40, 0.21, -0.23, -0.35, -0.67, 0.12, 0.12, -0.34, 0.55, -0.57, 0.37, -0.36, -0.55, -0.58, 0.30, 0.33, -0.25, -0.21, -0.07, 0.62, 0.29, -0.36, 0.14, -0.65, -0.59, 0.31, -0.62, 0.36, 0.28, 0.31], "homo_ev": -11.430, "charge": 1, "lumo_energy_ev": -2.99, "total_energy_ha": -1954.5472, "largest_force_ev_per_a": 4.0, "orbital_gap_ev": 8.44}



Entry 3:
{"formula": "C26H45N4O3P", "method": "the ωB97M-V functional and the def2-TZVPD basis", "species": ["C", "H", "H", "C", "O", "H", "H", "C", "H", "H", "C", "C", "C", "H", "C", "N", "H", "H", "C", "C", "H", "H", "H", "C", "C", "H", "H", "H", "H", "H", "H", "C", "H", "H", "H", "H", "C", "H", "H", "P", "H", "H", "C", "H", "C", "C", "N", "C", "C", "H", "H", "H", "O", "N", "H", "H", "H", "H", "H", "C", "H", "C", "H", "C", "H", "H", "H", "O", "C", "N", "C", "H", "H", "H", "C", "C", "H", "H", "C"], "positions_angstrom": [[3.399, 3.815, 3.922], [-4.783, 1.753, -3.270], [-0.663, 2.691, 4.696], [-2.442, -5.435, -4.268], [1.740, -1.167, -3.715], [2.869, 4.468, 1.207], [0.178, -0.939, -5.069], [4.147, 2.755, 3.118], [0.816, 1.117, 5.846], [1.918, 2.189, 1.543], [2.949, 1.237, -0.090], [-1.040, 0.041, 5.734], [-1.152, 1.493, 2.979], [2.375, 0.747, -3.247], [0.151, 0.728, 5.068], [-0.009, 0.767, -1.740], [1.319, -3.888, -3.019], [-2.108, 1.136, 3.374], [4.554, 3.225, 1.722], [-1.855, 0.971, 6.628], [-1.691, -0.403, 4.976], [2.460, 4.098, 3.444], [-2.673, 0.428, 7.106], [2.254, 0.099, -4.109], [2.369, 2.473, 0.589], [3.789, 3.902, -0.165], [-5.193, -4.319, -2.975], [0.273, -4.669, -1.186], [3.535, 1.852, 3.048], [-2.162, -1.707, -4.628], [5.210, 4.097, 1.817], [-0.213, 1.874, 4.123], [1.628, 0.598, -4.844], [-4.592, 0.798, -1.787], [-0.366, -0.496, 2.549], [2.506, -2.438, -1.354], [-0.332, -0.187, -2.268], [5.160, 2.446, 1.250], [-3.626, -2.789, -1.899], [0.727, -3.491, -1.808], [3.368, 1.494, -1.066], [4.006, 4.716, 4.037], [-0.882, -2.624, -2.218], [-2.111, -6.209, -4.949], [-1.885, -3.598, -2.838], [-4.913, 0.774, -2.821], [-1.874, -1.884, 0.057], [-0.663, -1.330, -3.123], [-1.910, -0.936, -3.903], [0.371, 0.803, 1.602], [3.238, -0.057, -4.542], [1.555, 2.859, -0.029], [-4.414, -0.555, -4.717], [-3.750, -5.354, -4.045], [5.050, 2.471, 3.664], [-5.944, 0.467, -2.928], [3.736, 0.775, 0.509], [-1.378, 2.396, 2.406], [-1.232, 1.398, 7.416], [-4.139, -4.405, -3.185], [0.732, -0.022, 4.525], [-1.475, -4.609, -3.710], [-1.665, -0.041, -4.471], [3.387, 3.592, 0.805], [0.713, 2.280, 3.701], [-0.437, -4.744, -3.957], [-0.666, -0.789, 6.338], [-2.965, -0.623, -3.012], [-1.386, -2.226, -0.912], [1.625, -2.605, -0.881], [-3.249, -3.535, -2.580], [2.172, 0.488, -0.245], [0.490, -2.541, -4.469], [-1.249, 0.234, 1.220], [-0.564, 0.447, 2.036], [-4.094, -0.186, -3.618], [-2.296, 1.792, 6.061], [3.159, 3.444, 4.919], [0.472, -1.491, -4.177]], "mulliken_charge": [-1.24, 0.33, 0.41, -0.56, -0.25, 0.39, 0.60, -0.24, 0.47, -1.09, -0.64, -0.51, -0.70, 0.09, -0.70, -0.46, 0.11, 0.38, -0.83, -1.22, 0.25, 0.24, 0.39, -0.62, 1.06, 0.41, 0.40, 0.19, 0.17, 0.37, 0.44, 0.06, 0.33, 0.29, 0.32, 0.27, -0.78, 0.30, 0.55, 0.01, 0.22, 0.39, 2.62, 0.38, 0.05, -1.26, -0.59, 2.88, -2.38, -0.27, 0.29, 0.43, -0.55, -0.63, 0.41, 0.36, 0.31, 0.35, 0.29, -0.59, 0.32, -0.30, 0.97, -1.06, -0.54, 0.25, 0.39, -0.14, -0.67, -0.71, -0.36, -0.01, 0.32, 0.13, -0.16, 0.80, 0.29, 0.35, -1.57], "homo_ev": -9.209, "lumo_energy_ev": 0.10, "total_energy_ha": -1803.7078, "largest_force_ev_per_a": 1.8, "orbital_gap_ev": 9.31}